{
  "formula": "C3H6O2",
  "method": "ωB97M-V with the def2-TZVPD basis set",
  "charge": 0,
  "e_homo_ha": -0.3460,
  "energy_ha": -268.2020,
  "relative_energy_kcal_mol": 127.51,
  "max_force_ev_per_a": 0.41,
  "gap_ev": 10.2,
  "lumo_energy_ev": 0.8,
  "molar_mass_g_mol": 74.08,
  "elements": ["O", "C", "C", "O", "C", "H", "H", "H", "H", "H", "H"],
  "positions_angstrom": [[1.51128, -1.11135, 0.50871], [0.28913, -0.63033, 0.59740], [0.13186, 1.15854, -0.03406], [-1.08568, 0.64040, -0.53742], [-0.75770, -0.73977, -0.51201], [1.22104, 0.16280, 0.23973], [-0.16429, -0.50027, 1.59647], [-0.02852, 1.91374, 0.73782], [0.76532, 1.56398, -0.84144], [-1.62965, -1.36076, -0.28712], [-0.27886, -1.07142, -1.44334]],
  "atomic_forces_ev_per_a": [[0.06, -0.13, 0.02], [-0.31, -0.18, 0.18], [0.09, 0.38, 0.01], [-0.10, 0.09, -0.06], [0.02, -0.37, -0.04], [0.03, 0.39, -0.13], [0.09, -0.01, -0.15], [0.06, -0.15, -0.03], [0.04, -0.14, 0.12], [0.11, 0.07, -0.02], [-0.08, 0.05, 0.10]]
}